No. 1
Computed, not measured: a structure of composition C32H24IrN7O8S at a distorted geometry, with ωB97M-V/def2-TZVPD.

Positions of all 73 atoms, in Å:
Ir -0.702 -1.623 -0.629
N 4.504 -4.660 5.019
C 3.372 -4.173 4.476
C 3.388 -2.957 3.763
C 2.221 -2.444 3.245
C 1.027 -3.128 3.429
C 0.993 -4.349 4.086
C 2.154 -4.870 4.611
S -0.488 -2.354 2.901
O -0.281 -0.938 2.957
O -1.609 -2.941 3.555
N -0.551 -2.696 1.262
C -0.885 -3.896 0.790
N -0.919 -5.008 1.513
C -1.299 -6.120 0.914
C -1.600 -6.180 -0.442
C -1.498 -4.984 -1.147
N -1.163 -3.867 -0.539
H 5.372 -4.159 4.938
H 4.490 -5.518 5.542
H 4.320 -2.429 3.639
H 2.212 -1.500 2.725
H 0.044 -4.848 4.187
H 2.144 -5.808 5.145
H -1.340 -6.999 1.543
H -1.875 -7.104 -0.924
H -1.687 -4.930 -2.210
O -2.704 -0.784 -1.577
C -2.148 0.292 -1.835
N -2.693 1.443 -2.241
C -1.677 2.471 -2.346
C -0.380 1.644 -1.899
O 0.708 2.135 -1.771
N -0.794 0.398 -1.714
C -1.971 3.624 -1.413
C -3.077 4.414 -1.721
C -3.452 5.440 -0.875
C -2.745 5.680 0.291
C -1.640 4.903 0.595
C -1.248 3.885 -0.259
C -1.398 2.892 -3.756
C -2.078 2.325 -4.837
C -1.767 2.713 -6.124
C -0.760 3.644 -6.351
C -0.086 4.215 -5.276
C -0.399 3.841 -3.986
H -3.674 1.652 -2.161
H -3.638 4.219 -2.624
H -4.303 6.054 -1.132
H -3.049 6.471 0.957
H -1.083 5.083 1.501
H -0.363 3.311 -0.033
H -2.852 1.593 -4.664
H -2.307 2.288 -6.957
H -0.490 3.915 -7.360
H 0.694 4.939 -5.450
H 0.138 4.250 -3.144
O 3.663 -1.507 -1.290
C 2.544 -1.223 -0.921
O 1.457 -1.757 -1.263
C 2.439 -0.069 0.115
C 3.550 0.695 0.453
C 3.411 1.722 1.377
C 2.179 2.026 1.939
C 1.078 1.263 1.572
C 1.226 0.207 0.696
N -0.267 1.560 2.025
O -0.384 2.304 2.963
O -1.179 1.096 1.369
H 4.500 0.479 -0.011
H 4.277 2.303 1.651
H 2.056 2.840 2.639
H 0.339 -0.405 0.501

Summary:
⟨S²⟩	0.768
energy	-74045.247	eV
largest force on an atom	4.376	eV/A
relative energy (zero: lowest compared OMol25 entry of this formula, charge and spin)	120.35	kcal/mol
orbital gap (alpha / beta)	5.05 / 1.98	eV
multiplicity	2
net charge	+1

Atomic partial charges in e from the Löwdin method, atoms 1 to 6: atom 1 (Ir): 1.485, atom 2 (N): 0.126, atom 3 (C): -0.313, atom 4 (C): -0.011, atom 5 (C): -0.050, atom 6 (C): -0.290

---

No. 2
Computed, not measured: a cluster of 3 separate species, CH7N5S in total at a distorted geometry, with ωB97M-V/def2-TZVPD.

Positions of all 14 atoms, in Å:
C 12.069 -1.605 1.054
N 12.142 -0.573 0.457
N -9.125 -0.765 0.340
N -9.633 1.499 -0.019
N 12.187 0.353 -0.385
N -9.419 1.673 -1.169
S -8.136 -1.712 0.934
H 11.759 -2.050 1.914
H -9.933 2.274 0.530
H -9.992 -0.524 0.625
H 12.920 1.044 -0.299
H 11.612 0.248 -1.223
H -9.262 0.676 -1.598
H -8.726 -2.023 2.081

Summary:
energy	-19412.892	eV
largest force on an atom	7.087	eV/A
relative energy (zero: lowest compared OMol25 entry of this formula, charge and spin)	44.60	kcal/mol
orbital gap (alpha / beta)	6.47 / 6.19	eV
net charge	+2

Atomic partial charges in e from the natural (NBO) method, atoms 1 to 6: atom 1 (C): 0.348, atom 2 (N): -0.010, atom 3 (N): -0.681, atom 4 (N): -0.270, atom 5 (N): -0.511, atom 6 (N): -0.154